No. 1
{"formula": "C20H33As3ClF6NO4PtS2", "method": "ωB97M-V with the def2-TZVPD basis set", "e_homo_ev": -7.6, "e_above_lowest_ev": 0.864, "species": ["Pt", "C", "As", "C", "C", "C", "C", "C", "As", "C", "C", "C", "As", "C", "C", "H", "H", "H", "H", "H", "H", "H", "H", "H", "H", "H", "H", "H", "H", "H", "H", "H", "H", "H", "H", "H", "H", "H", "H", "H", "H", "H", "Cl", "C", "C", "C", "C", "C", "C", "C", "H", "H", "H", "H", "H", "H", "F", "C", "F", "F", "S", "O", "O", "N", "S", "O", "O", "C", "F", "F", "F"], "xyz": [[-0.04606, 0.41834, -0.73868], [0.58246, 0.85150, 3.03507], [-0.51263, 0.01667, 1.68823], [-2.27925, 0.34313, 2.42548], [-0.32590, -1.88296, 2.10307], [0.54282, -2.77268, 1.18352], [1.91807, -2.17410, 0.92218], [-0.16989, -3.06206, -0.16649], [-0.80123, -1.59664, -1.29305], [-0.50069, -2.28454, -3.05642], [-2.70035, -1.73691, -1.06973], [0.67771, -4.15436, 1.86627], [1.74669, -4.57670, 3.48046], [3.55778, -4.48705, 2.74497], [1.82376, -2.93031, 4.53769], [0.29409, 0.47265, 4.01584], [0.42127, 1.92669, 2.98242], [1.63416, 0.63662, 2.84781], [-2.38984, -0.18827, 3.37258], [-3.03113, 0.02185, 1.70839], [-2.38567, 1.41472, 2.57438], [-1.35048, -2.26438, 2.15381], [0.06646, -1.93907, 3.11581], [1.85772, -1.29641, 0.28352], [2.56450, -2.90536, 0.43094], [2.41487, -1.86820, 1.84425], [-1.07254, -3.64860, 0.03140], [0.47920, -3.67305, -0.79851], [-0.88426, -3.30287, -3.11043], [0.56549, -2.27564, -3.27200], [-1.01620, -1.65366, -3.77884], [-2.97807, -2.72152, -1.44657], [-3.20971, -0.94223, -1.60595], [-2.94865, -1.65439, -0.01349], [1.07833, -4.87377, 1.14208], [-0.32343, -4.51954, 2.11395], [3.61812, -5.13198, 1.86839], [4.23957, -4.87420, 3.50128], [3.86193, -3.47953, 2.47149], [0.87484, -2.75845, 5.04408], [2.10420, -2.04209, 3.97321], [2.58170, -3.11000, 5.30126], [1.65999, 5.92253, -3.94438], [1.65111, 4.26076, -3.42550], [2.37697, 3.89219, -2.31271], [2.34496, 2.56508, -1.90132], [1.59278, 1.61826, -2.59203], [1.50450, 0.24002, -2.06496], [0.88639, 2.01809, -3.73110], [0.90853, 3.33128, -4.14772], [2.94894, 4.63518, -1.77475], [2.90338, 2.26446, -1.02197], [2.34766, -0.03139, -1.42951], [1.33120, -0.51811, -2.82358], [0.29324, 1.29309, -4.27588], [0.35291, 3.65010, -5.01863], [0.52214, 5.40324, 0.11504], [-0.77020, 5.34116, -0.22708], [-0.89957, 5.70118, -1.49754], [-1.46225, 6.16767, 0.53886], [-1.28853, 3.59801, -0.00243], [-0.55847, 2.88354, -1.05021], [-0.94399, 3.26799, 1.35785], [-2.82520, 3.75295, -0.27748], [-3.73123, 2.52363, -0.70481], [-5.09597, 2.94281, -0.69042], [-3.32922, 1.28888, -0.06577], [-3.38410, 2.22910, -2.52198], [-2.75787, 3.26681, -3.06696], [-4.53146, 2.03521, -3.16384], [-2.62636, 1.13567, -2.69289]], "atomic_forces_ev_per_a": [[0.57, 1.36, 1.13], [0.28, 0.06, 0.04], [-0.95, 0.57, -0.22], [0.09, -0.27, 0.23], [0.10, -0.20, -0.14], [-0.27, -0.10, 0.04], [0.20, 0.04, 0.05], [-0.03, -0.08, 0.24], [0.08, -1.04, 0.16], [0.00, -0.12, -0.24], [-0.12, -0.01, -0.03], [-0.11, -0.01, -0.11], [-0.06, -0.11, 0.04], [0.07, 0.01, -0.02], [0.04, 0.07, 0.09], [0.03, 0.01, 0.00], [-0.02, -0.03, -0.01], [0.01, 0.00, 0.05], [0.00, 0.05, 0.02], [0.06, 0.00, 0.15], [-0.01, 0.02, -0.03], [0.04, -0.13, -0.09], [-0.02, 0.03, 0.05], [-0.06, 0.09, -0.06], [-0.02, 0.00, -0.02], [-0.07, -0.06, 0.03], [0.05, -0.09, 0.00], [0.05, -0.01, 0.05], [0.01, 0.00, -0.05], [-0.06, -0.14, -0.04], [0.00, 0.00, -0.01], [-0.16, 0.03, 0.02], [-0.01, -0.04, -0.03], [0.01, 0.00, 0.01], [0.00, 0.02, -0.01], [-0.02, 0.03, -0.04], [0.03, -0.01, 0.01], [0.03, 0.00, -0.02], [0.02, 0.01, 0.00], [0.00, 0.01, 0.01], [0.02, -0.02, 0.01], [-0.01, 0.03, 0.02], [0.01, -0.06, 0.02], [-0.06, 0.10, -0.11], [-0.01, -0.07, 0.05], [-0.02, 0.16, -0.04], [0.40, -0.15, -0.06], [-0.65, 0.06, -0.87], [0.01, 0.07, 0.04], [0.03, 0.04, 0.03], [0.01, -0.02, 0.03], [0.02, 0.00, -0.01], [0.05, -0.05, -0.01], [0.40, 0.25, -0.19], [-0.01, -0.01, 0.01], [-0.01, 0.00, 0.00], [-0.03, 0.13, -0.05], [0.21, -0.09, -0.15], [0.00, 0.05, 0.01], [-0.04, 0.04, 0.09], [-0.19, -0.37, 0.10], [-0.06, -0.28, 0.40], [-0.02, 0.03, -0.19], [0.07, -0.26, -0.22], [0.18, 0.27, 0.36], [0.10, -0.21, 0.08], [-0.27, 0.26, -0.46], [0.11, 0.24, 0.09], [-0.04, -0.07, -0.07], [-0.01, -0.08, -0.07], [0.06, 0.01, -0.09]]}

=====

No. 2
{"formula": "C20H33Cl2N4O3SSc", "method": "ωB97M-V with the def2-TZVPD basis set", "e_homo_ev": -5.6, "e_above_lowest_ev": 0.000, "species": ["O", "C", "C", "C", "H", "C", "H", "C", "H", "C", "H", "C", "H", "H", "C", "C", "H", "H", "H", "C", "C", "H", "H", "H", "H", "Sc", "Cl", "Cl", "H", "H", "C", "C", "N", "H", "C", "O", "H", "H", "H", "H", "H", "H", "C", "C", "N", "H", "C", "O", "H", "H", "H", "H", "S", "C", "N", "C", "C", "N", "H", "H", "H", "H", "H", "H"], "xyz": [[-1.47406, 0.59489, -4.06726], [-0.50928, -0.12477, -3.92597], [-0.40271, -1.60879, -4.06658], [-1.01634, -2.53235, -3.17979], [-1.02915, -2.31640, -2.09403], [-1.44008, -3.76419, -3.69689], [-1.99382, -4.45413, -3.04480], [-1.18147, -4.08361, -5.04039], [-1.58475, -5.00543, -5.45165], [-0.30181, -3.29243, -5.79673], [-0.03384, -3.58577, -6.81484], [0.15514, -2.07880, -5.26930], [0.93750, -1.45877, -5.73310], [0.43621, 0.39025, -3.65272], [2.77394, 0.45671, -1.77870], [2.10544, -0.57643, -0.93840], [3.19932, -0.06875, -2.65131], [3.53909, 1.06249, -1.27318], [2.06191, 1.17241, -2.21529], [2.17369, -1.86217, -1.28378], [3.50544, -2.58800, -1.15950], [1.30007, -2.43931, -1.55604], [3.79488, -3.08185, -2.09506], [3.60547, -3.28697, -0.31047], [4.29206, -1.82765, -1.01076], [0.63598, 0.05802, 0.43509], [-0.55103, -2.06042, 0.61167], [2.72191, -0.46412, 1.69229], [-5.00383, -0.54297, -2.24194], [-4.85993, -0.71728, 0.24659], [-3.93380, -0.75337, -2.29382], [-3.77051, -0.84410, 0.19916], [-3.29736, -0.28293, -1.06853], [-3.47786, -0.24889, -3.14669], [-2.26501, 0.55946, -1.13327], [-1.34696, 0.63562, -0.28539], [-3.26997, -0.33394, 1.02997], [-2.20579, 1.19752, -2.03330], [-3.78531, -1.83193, -2.39788], [-3.55917, -1.92161, 0.24111], [1.62357, 5.27498, 0.66067], [-0.21322, 5.85850, -1.21499], [2.00124, 4.57110, -0.09170], [0.23915, 5.04804, -1.80294], [0.89289, 4.09297, -0.91573], [2.45924, 3.71492, 0.40211], [0.50891, 2.83076, -0.81249], [1.02691, 2.06953, 0.06580], [-0.54844, 4.57312, -2.39984], [-0.25934, 2.47209, -1.52147], [2.72880, 5.07948, -0.73621], [0.97036, 5.48986, -2.49333], [-0.35944, 1.15662, 2.72206], [-0.63920, -0.31595, 3.52217], [-1.80167, -0.71537, 4.09136], [-1.76523, -2.08315, 4.58967], [-0.35518, -2.53733, 4.19331], [0.24455, -1.33133, 3.64741], [-2.61239, -0.11456, 4.11355], [-2.56038, -2.69834, 4.14809], [-1.87437, -2.09243, 5.67967], [-0.38740, -3.35125, 3.45914], [0.21695, -2.87084, 5.06305], [1.12956, -1.30513, 3.12478]], "atomic_forces_ev_per_a": [[-0.33, -1.01, -0.14], [1.85, 0.84, 0.98], [-0.74, -0.82, -0.13], [0.06, 0.18, -0.40], [-0.64, 0.10, -0.67], [0.30, 0.31, 0.07], [0.40, 0.25, -0.36], [0.36, 0.16, 0.22], [0.09, 0.18, -0.02], [-0.18, -0.07, 0.33], [0.10, -0.01, 0.45], [-0.38, 0.30, 0.22], [-0.77, -0.23, -0.30], [0.16, -0.19, -0.23], [2.12, 0.14, 0.16], [-2.95, 0.96, -2.69], [0.36, 0.44, 0.22], [0.11, 0.09, -0.15], [-0.10, -0.16, 0.26], [1.24, -1.37, 0.59], [0.77, 0.76, -1.55], [-0.25, -0.58, 1.24], [-0.03, -0.51, 0.15], [-0.56, 0.28, -0.34], [-0.24, -0.19, 0.13], [-0.25, -1.00, 1.09], [-0.27, -0.52, 0.07], [-0.08, 0.22, 0.80], [-0.02, -0.05, -0.15], [0.21, 0.16, 0.00], [-0.25, 0.46, 0.22], [0.30, -0.39, -0.19], [0.04, 0.27, 0.23], [-0.14, -0.11, 0.03], [1.10, -0.43, 0.39], [-1.37, 0.69, -0.85], [-0.11, -0.21, -0.24], [-0.20, -0.49, 0.12], [0.06, 0.12, 0.04], [0.11, 0.31, 0.10], [0.13, -0.12, -0.13], [0.11, -0.21, -0.10], [-0.11, 0.23, 0.01], [0.04, 0.12, -0.12], [-0.12, -0.02, -0.30], [-0.03, 0.19, -0.06], [0.95, -0.88, 1.43], [-0.98, 1.67, -1.85], [0.23, -0.05, 0.25], [0.25, 0.22, 0.36], [-0.16, -0.10, 0.15], [-0.13, -0.13, 0.19], [-0.39, -0.13, 0.71], [0.32, -1.16, 0.01], [-0.03, 0.55, -0.26], [-0.20, 0.15, 0.36], [0.29, -0.32, -0.08], [-0.20, 0.93, -0.24], [0.28, -0.14, -0.04], [0.24, 0.17, 0.05], [-0.12, -0.03, -0.13], [0.11, 0.27, -0.01], [-0.09, -0.06, -0.10], [-0.28, 0.02, 0.22]]}

=====

- What is the formula in the second record?
  C20H33Cl2N4O3SSc